C33H33N6OPS5SbTi | ωB97M-V with the def2-TZVPD basis set

Computed properties:
<S²>   0.753
Multiplicity   2
Relative energy (zero: lowest compared OMol25 entry of this formula, charge and spin)   0.860 eV
E_tot   -138856.3906 eV
Total charge   +2

Each line ends with the Mulliken spin population.
Cartesian coordinates (Å):
Ti -0.12 0.01 -0.14  1.06
C -1.85 0.10 3.73  0.00
C -1.48 0.06 2.28  -0.04
N -0.34 0.49 1.85  -0.04
N 0.49 1.02 2.74  0.00
C 1.78 1.58 2.47  0.01
N 2.44 1.78 3.70  0.00
S 2.95 0.55 1.50  0.01
C -2.47 -0.36 1.27  0.02
C -3.78 -0.68 1.57  0.00
C -4.70 -0.84 0.55  0.00
C -4.29 -0.67 -0.76  0.00
C -2.96 -0.42 -1.01  0.02
N -2.06 -0.29 -0.02  -0.01
H -0.97 -0.08 4.36  0.00
H -2.58 -0.68 3.97  0.00
H -2.29 1.06 3.99  0.00
H 0.07 1.34 3.59  0.00
H 1.92 2.31 4.38  0.00
H 3.36 2.17 3.59  0.00
H -4.09 -0.79 2.60  0.00
H -5.73 -1.07 0.77  0.00
H -5.00 -0.73 -1.58  0.00
H -2.57 -0.32 -2.01  0.00
S 1.66 3.35 1.63  0.00
Sb 1.51 3.07 -0.74  0.00
S 2.29 0.62 -0.42  -0.01
S -0.72 2.25 -0.83  -0.02
N 0.76 1.42 -3.72  0.00
C 1.05 0.12 -3.56  0.00
S 0.10 -0.85 -2.53  0.00
N 2.11 -0.31 -4.25  0.00
C 2.75 -1.60 -4.33  0.00
C 2.04 -2.79 -4.39  0.00
C 2.74 -3.98 -4.53  0.00
C 4.12 -3.98 -4.63  0.00
C 4.82 -2.78 -4.58  0.00
C 4.13 -1.59 -4.43  0.00
H -0.12 1.75 -3.36  0.00
H 1.15 1.94 -4.49  0.00
H 2.60 0.40 -4.77  0.00
H 0.96 -2.79 -4.37  0.00
H 2.19 -4.92 -4.59  0.00
H 4.66 -4.92 -4.76  0.00
H 5.90 -2.77 -4.66  0.00
H 4.68 -0.65 -4.40  0.00
O 0.49 -1.76 0.32  -0.04
P 0.56 -3.09 1.11  0.02
C -1.01 -3.93 1.02  0.00
C -1.84 -3.64 -0.06  0.01
C -3.03 -4.33 -0.23  0.00
C -3.39 -5.33 0.67  0.00
C -2.55 -5.64 1.74  0.00
C -1.36 -4.95 1.91  0.00
C 0.99 -2.78 2.82  0.00
C 0.02 -2.73 3.81  0.00
C 0.38 -2.45 5.12  0.00
C 1.71 -2.21 5.44  0.00
C 2.69 -2.26 4.45  0.00
C 2.33 -2.55 3.14  0.00
C 1.84 -4.11 0.41  0.00
C 2.93 -3.49 -0.21  0.00
C 4.02 -4.25 -0.59  0.00
C 4.02 -5.62 -0.39  0.00
C 2.92 -6.25 0.20  0.00
C 1.84 -5.49 0.61  0.00
H -1.54 -2.90 -0.78  0.00
H -3.68 -4.10 -1.07  0.00
H -4.32 -5.87 0.54  0.00
H -2.83 -6.42 2.43  0.00
H -0.71 -5.20 2.74  0.00
H -1.02 -2.94 3.57  0.00
H -0.37 -2.43 5.90  0.00
H 1.99 -2.01 6.47  0.00
H 3.73 -2.08 4.70  0.00
H 3.09 -2.61 2.37  0.00
H 2.91 -2.42 -0.38  0.00
H 4.88 -3.77 -1.04  0.00
H 4.87 -6.22 -0.70  0.00
H 2.92 -7.32 0.34  0.00
H 0.99 -5.97 1.08  0.00